--- A ---
2 unconnected molecules or ions with the total composition C4H12O2, computed with ωB97M-V/def2-TZVPD.

Its SMILES is CCO.CCO. Its frontier orbital gap is 10.211 eV. For the molecular weight, the calculation gives 92.1 g/mol. The spin multiplicity is 1. The LUMO energy comes out at 0.028 hartree.

Each atom is followed by the atoms it is bonded to, with distances in Å.
Atoms and positions in Å:
1 O -7.4258 8.7074 8.5300  C3 1.392, H12 0.980
2 O -6.6555 11.2039 9.0193  C6 1.415, H16 0.980
3 C -6.6936 8.1804 9.5905  O1 1.392, C5 1.556, H17 1.107, H18 1.107
4 C -7.1814 13.1212 7.4613  C6 1.538, H8 1.103, H11 1.103, H15 1.103
5 C -7.0276 9.0097 10.8642  C3 1.556, H9 1.103, H10 1.103, H14 1.103
6 C -7.2951 11.6327 7.8317  O2 1.415, C4 1.538, H7 1.107, H13 1.107
7 H -8.3633 11.3685 7.9524  C6 1.107
8 H -7.5289 13.1985 6.4173  C4 1.103
9 H -6.3140 9.8392 10.7251  C5 1.103
10 H -6.7840 8.4903 11.8063  C5 1.103
11 H -7.8665 13.6994 8.1039  C4 1.103
12 H -6.9297 8.4213 7.7348  O1 0.980
13 H -6.8451 10.9033 7.1310  C6 1.107
14 H -8.0440 9.4301 10.9468  C5 1.103
15 H -6.1744 13.5659 7.5308  C4 1.103
16 H -6.8812 10.2709 9.2165  O2 0.980
17 H -6.8108 7.1006 9.8043  C3 1.107
18 H -5.6429 8.3513 9.2868  C3 1.107

--- B ---
2 unconnected molecules or ions with the total composition C4H12O2, computed with ωB97M-V/def2-TZVPD.

Its SMILES is CC[C@H](C)O.O. Its frontier orbital gap is 10.917 eV. For the molecular weight, the calculation gives 92.1 g/mol. The spin multiplicity is 1. The LUMO energy comes out at 0.030 hartree.

Each atom is followed by the atoms it is bonded to, with distances in Å.
Atoms and positions in Å:
1 O 2.6360 -0.8562 -2.0142  H10 0.955, H16 0.964
2 O 0.4578 -1.0073 1.5075  C3 1.480, H9 0.976
3 C -0.0820 -0.3181 0.3140  O2 1.480, C5 1.555, C6 1.514, H14 1.089
4 C -0.1340 2.1886 0.5808  C5 1.512, H7 1.091, H12 1.095, H15 1.088
5 C -0.9188 0.9107 0.7703  C3 1.555, C4 1.512, H8 1.093, H13 1.085
6 C -0.8904 -1.3619 -0.4271  C3 1.514, H11 1.094, H17 1.086, H18 1.092
7 H 0.9067 2.0583 0.8822  C4 1.091
8 H -1.8129 0.8985 0.1421  C5 1.093
9 H -0.2310 -1.5582 1.9262  O2 0.976
10 H 2.2349 -0.8421 -2.8810  O1 0.955
11 H -1.0036 -1.2208 -1.5061  C6 1.094
12 H -0.4567 3.0301 1.2022  C4 1.095
13 H -1.2257 0.7294 1.7955  C5 1.085
14 H 0.9095 -0.0038 -0.0098  C3 1.089
15 H -0.1715 2.5605 -0.4408  C4 1.088
16 H 2.1793 -1.5033 -1.4640  O1 0.964
17 H -0.4801 -2.3617 -0.3190  C6 1.086
18 H -1.9178 -1.3427 -0.0587  C6 1.092

On energetic grounds, B is preferred over the next structure by 20.1 kcal/mol.

--- A ---
A single C2H7N5O molecule, computed with ωB97M-V/def2-TZVPD.

Its SMILES is N/N=C\N(O)/C=N\N. Its frontier orbital gap is 8.947 eV. For the molecular weight, the calculation gives 117.1 g/mol. The spin multiplicity is 1. The LUMO energy comes out at 0.026 hartree.

Each atom is followed by the atoms it is bonded to, with distances in Å.
Atoms and positions in Å:
1 O -0.1099 0.5275 0.7958  N2 1.298, H14 1.027
2 N -0.2604 -0.1302 -0.3135  O1 1.298, C7 1.436, C8 1.276
3 N -0.7515 -1.7379 1.8287  N6 1.412, H13 1.111, H15 1.058
4 N 1.7314 1.9761 -0.3298  N5 1.538, H9 1.027, H11 1.224
5 N 0.7725 1.6219 -1.4789  N4 1.538, C8 1.339
6 N -1.2591 -2.1568 0.5792  N3 1.412, C7 1.248
7 C -1.0439 -1.3334 -0.3341  N2 1.436, N6 1.248, H10 1.129
8 C 0.0677 0.4881 -1.3798  N2 1.276, N5 1.339, H12 1.086
9 H 1.6910 3.0019 -0.3690  N4 1.027
10 H -1.4033 -1.6654 -1.3517  C7 1.129
11 H 2.7235 1.5677 -0.9198  N4 1.224
12 H -0.6912 0.2087 -2.1051  C8 1.086
13 H -1.3631 -2.4604 2.4104  N3 1.111
14 H 0.8634 0.8106 0.9579  O1 1.027
15 H -0.9673 -0.7183 2.0097  N3 1.058

--- B ---
A single C2H7N5O molecule, computed with ωB97M-V/def2-TZVPD.

Its SMILES is [H]/N=C(/N)O/C(=N/[H])NN. Its frontier orbital gap is 9.771 eV. For the molecular weight, the calculation gives 117.1 g/mol. The spin multiplicity is 1. The LUMO energy comes out at 0.028 hartree.

Each atom is followed by the atoms it is bonded to, with distances in Å.
Atoms and positions in Å:
1 O 0.4827 -0.1286 0.3896  C7 1.394, C8 1.397
2 N -0.8986 -2.0870 0.0009  C7 1.312, H11 1.027
3 N 1.3712 -2.0770 -0.4331  C7 1.361, H14 0.985, H15 1.040
4 N -0.8634 0.3717 -1.3583  C8 1.251, H9 0.996
5 N 0.0623 2.0969 0.1691  N6 1.437, C8 1.434, H12 0.957
6 N -0.2200 2.2256 1.5721  N5 1.437, H10 1.051, H13 1.098
7 C 0.2418 -1.4387 -0.0208  O1 1.394, N2 1.312, N3 1.361
8 C -0.1550 0.8102 -0.4256  O1 1.397, N4 1.251, N5 1.434
9 H -1.1247 1.0780 -2.0098  N4 0.996
10 H -1.2700 2.1895 1.5698  N6 1.051
11 H -1.7094 -1.4575 -0.0002  N2 1.027
12 H -0.2345 2.8399 -0.3561  N5 0.957
13 H 0.1282 1.2620 1.9684  N6 1.098
14 H 2.3210 -1.8454 -0.3125  N3 0.985
15 H 1.3457 -2.9779 -0.9516  N3 1.040

--- C ---
A single C2H7N5O molecule, computed with ωB97M-V/def2-TZVPD.

Its SMILES is [H]/N=C(\N)N/C(N)=N\O. Its frontier orbital gap is 8.439 eV. For the molecular weight, the calculation gives 117.1 g/mol. The spin multiplicity is 1. The LUMO energy comes out at 0.028 hartree.

Each atom is followed by the atoms it is bonded to, with distances in Å.
Atoms and positions in Å:
1 O 2.3749 -1.2744 0.0647  N5 1.370, H15 1.008
2 N 0.1049 -0.4342 -0.0905  C7 1.399, C8 1.377, H10 1.013
3 N 0.8380 1.8554 0.0297  C7 1.387, H9 1.002, H13 1.035
4 N -1.6787 1.0576 0.0299  C8 1.276, H12 1.032
5 N 2.3857 0.0926 -0.0209  O1 1.370, C7 1.311
6 N -2.0142 -1.2951 -0.0149  C8 1.396, H11 0.989, H14 0.989
7 C 1.1402 0.5023 -0.0042  N2 1.399, N3 1.387, N5 1.311
8 C -1.2397 -0.1355 -0.0762  N2 1.377, N4 1.276, N6 1.396
9 H 1.5716 2.5313 -0.0691  N3 1.002
10 H 0.3929 -1.3598 -0.3830  N2 1.013
11 H -1.5262 -2.1308 0.1889  N6 0.989
12 H -2.6772 1.1598 -0.2083  N4 1.032
13 H -0.1298 2.1952 0.1707  N3 1.035
14 H -2.8926 -1.2667 0.4381  N6 0.989
15 H 3.3501 -1.4976 -0.0549  O1 1.008

On energetic grounds, C is preferred over the next structure by 19.1 kcal/mol.

--- A ---
A single C9H8N2 molecule, computed with ωB97M-V/def2-TZVPD.

Its SMILES is Nc1cccc2cnccc12. Its frontier orbital gap is 8.197 eV. For the molecular weight, the calculation gives 144.2 g/mol. The spin multiplicity is 1. The LUMO energy comes out at 0.018 hartree.

Each atom is followed by the atoms it is bonded to, with distances in Å.
Atoms and positions in Å:
1 N 2.9279 -0.3302 0.0565  C4 1.413, C5 1.324
2 N -1.5751 2.0200 -0.0418  C8 1.358, H13 0.994, H17 1.004
3 C -0.3706 -1.9842 -0.0931  C9 1.378, C10 1.334, H19 1.129
4 C 2.4997 1.0131 -0.0429  N1 1.413, C11 1.407, H14 1.073
5 C 2.0033 -1.2772 0.0531  N1 1.324, C9 1.436, H16 1.004
6 C -2.1866 -0.3815 0.0651  C8 1.445, C10 1.466, H18 1.167
7 C 0.1679 0.2826 -0.1742  C8 1.480, C9 1.365, C11 1.454
8 C -1.2497 0.7031 -0.1149  N2 1.358, C6 1.445, C7 1.480
9 C 0.6040 -1.0101 -0.1242  C3 1.378, C5 1.436, C7 1.365
10 C -1.6844 -1.7522 -0.0698  C3 1.334, C6 1.466, H12 0.996
11 C 1.1357 1.3527 0.0073  C4 1.407, C7 1.454, H15 1.080
12 H -2.3224 -2.5151 -0.0101  C10 0.996
13 H -0.8676 2.6868 -0.2499  N2 0.994
14 H 3.2818 1.6766 -0.3569  C4 1.073
15 H 0.8980 2.3916 0.1844  C11 1.080
16 H 2.2996 -2.2153 0.2516  C5 1.004
17 H -2.3122 2.5662 0.3655  N2 1.004
18 H -3.2879 -0.1907 0.4011  C6 1.167
19 H 0.0387 -3.0362 -0.1068  C3 1.129

--- B ---
A single C9H8N2 molecule, computed with ωB97M-V/def2-TZVPD.

Its SMILES is Nc1ccc2ccccc2n1. Its frontier orbital gap is 8.937 eV. For the molecular weight, the calculation gives 144.2 g/mol. The spin multiplicity is 1. The LUMO energy comes out at 0.031 hartree.

Each atom is followed by the atoms it is bonded to, with distances in Å.
Atoms and positions in Å:
1 N 0.5221 -0.1355 1.3878  C4 1.356, C10 1.316
2 N 1.5856 -2.0570 2.0856  C10 1.338, H15 0.997, H19 1.007
3 C -0.3343 -0.0649 -0.8536  C4 1.444, C8 1.418, C11 1.432
4 C -0.1421 0.5616 0.4330  N1 1.356, C3 1.444, C7 1.394
5 C 0.6645 -2.0431 -0.0332  C8 1.280, C10 1.388, H12 1.098
6 C -1.2702 1.9111 -1.7125  C9 1.375, C11 1.284, H18 1.139
7 C -0.4171 1.9210 0.5674  C4 1.394, C9 1.336, H13 1.086
8 C -0.0245 -1.4469 -0.9326  C3 1.418, C5 1.280, H16 1.069
9 C -1.0212 2.4790 -0.4852  C6 1.375, C7 1.336, H14 1.180
10 C 0.9313 -1.3634 1.1476  N1 1.316, N2 1.338, C5 1.388
11 C -0.8836 0.7060 -1.9276  C3 1.432, C6 1.284, H17 1.035
12 H 1.0197 -3.0632 -0.2278  C5 1.098
13 H -0.0028 2.4133 1.4429  C7 1.086
14 H -1.0396 3.6532 -0.3653  C9 1.180
15 H 1.6075 -1.4030 2.8377  N2 0.997
16 H -0.1024 -1.7968 -1.9399  C8 1.069
17 H -0.9591 0.2286 -2.8427  C11 1.035
18 H -1.7812 2.4092 -2.6004  C6 1.139
19 H 1.4876 -3.0561 2.1624  N2 1.007

On energetic grounds, B is preferred over the next structure by 12.8 kcal/mol.